Entry 1:
11
Properties=species:S:1:pos:R:3:forces:R:3 method="wB97M-V/def2-TZVPD" total_charge=+1 de_lowest_kcal_mol=116.4 spin_multiplicity=1 largest_force_ev_per_a=3.42 energy_ev=-25319.1745 e_homo_ha="-0.49652 / -0.45883" orbital_gap_ev="4.94 / 3.00" e_lumo_ev="-8.57 / -9.49"
H -0.570 -1.297 0.025 -1.32 -0.72 -0.52
S 1.036 0.179 -2.416 -0.02 -0.20 0.22
H 0.957 -2.019 -1.580 0.47 -2.46 -1.31
H 0.288 0.475 1.619 -0.20 0.25 1.61
N 0.420 0.337 0.666 0.12 -0.44 -2.92
H 0.273 1.013 -0.046 0.07 1.68 0.22
C 0.866 -1.020 -1.365 -0.04 2.30 0.08
H -2.122 2.680 1.836 -0.34 -0.39 -1.33
C 0.433 -0.931 0.014 0.05 -0.24 3.41
H 0.873 -1.671 0.717 0.42 0.18 -0.75
S -2.454 2.253 0.530 0.79 0.03 1.28

---

Entry 2:
27
Properties=species:S:1:pos:R:3:forces:R:3 method="wB97M-V/def2-TZVPD" de_lowest_kcal_mol=75.5 spin_multiplicity=1 largest_force_ev_per_a=7.94 energy_ev=-12674.4512 smiles=Cc1ccc(O)cc1.CCC e_homo_ha=-0.31260 orbital_gap_ev=9.39 e_lumo_ev=0.89
H 2.464 1.027 1.619 1.41 0.92 -0.10
C -1.874 -1.712 -0.414 1.43 1.31 -0.87
H 1.164 0.541 2.461 -0.98 -0.78 1.37
H -0.444 -2.896 2.146 -0.27 0.74 -0.22
C 1.421 0.905 1.514 -0.05 -0.41 -2.39
H 1.041 2.555 -1.123 -0.55 -0.68 -0.15
H -2.573 -2.299 -0.005 -3.70 -1.37 1.15
H 1.351 0.081 0.738 -0.25 1.06 1.13
H 1.364 -1.896 -0.462 3.62 -1.29 0.75
H 0.426 -3.721 1.015 2.35 -1.50 -0.60
H -3.058 -0.396 -1.546 -0.46 0.76 -0.14
O -1.107 1.095 -2.383 -0.81 6.89 -3.72
C 0.315 -0.473 -1.547 0.92 -1.51 0.31
H -0.938 1.948 -1.901 -0.05 -1.63 -0.45
H 0.404 3.847 -0.098 -0.48 0.76 -0.59
C -0.940 0.003 -1.781 -0.63 -2.84 3.42
H 0.442 2.651 1.951 -0.80 3.68 4.49
C -0.480 -3.259 1.116 -1.08 2.81 -0.87
C 1.081 3.021 -0.151 0.00 -0.22 1.93
C -0.662 -2.190 -0.027 3.04 0.73 0.27
H 1.147 -0.001 -2.091 -0.24 -0.30 0.58
C -2.060 -0.602 -1.237 0.40 -2.22 0.43
C 0.450 -1.560 -0.681 -3.52 0.40 -0.06
H 2.092 3.485 -0.199 -0.38 -0.56 0.98
C 0.567 2.149 1.134 3.42 -3.82 -6.06
H -0.334 1.657 0.855 -1.24 0.22 -0.37
H -1.258 -3.961 1.096 -1.09 -1.12 -0.22

---

Entry 3:
49
Properties=species:S:1:pos:R:3:forces:R:3 method="wB97M-V/def2-TZVPD" de_lowest_kcal_mol=0.0 spin_multiplicity=1 largest_force_ev_per_a=1.69 energy_ev=-43902.7544 smiles="O=C(NCC1CC1)[C@@H]1CCCN(S(=O)(=O)c2ccc(-n3cnnn3)cc2)C1" e_homo_ha=-0.34756 orbital_gap_ev=9.17 e_lumo_ev=-0.29
O -0.290 1.590 1.966 0.09 -0.15 -0.16
C 6.144 -1.618 0.535 -0.22 0.55 -0.34
H 5.746 -2.180 1.350 -0.15 -0.10 0.21
C 3.407 -0.452 1.069 0.26 0.07 -0.19
H -2.754 4.328 -1.153 0.00 0.06 0.05
H -0.243 4.116 -0.937 -0.10 0.05 -0.23
H 3.596 -1.394 1.557 0.00 -0.08 0.04
N -0.257 2.100 -0.567 0.47 0.27 0.85
C 4.342 0.103 0.200 -0.78 0.50 0.07
N 6.404 -0.140 -1.018 -0.86 1.02 -0.39
H -2.084 -3.474 1.707 0.07 -0.09 -0.02
H 2.680 2.920 -0.669 0.07 0.13 -0.14
H -1.108 0.634 -1.756 0.04 -0.01 0.06
C 4.092 1.317 -0.438 -0.03 -0.03 0.06
H -4.404 -2.549 1.593 0.01 -0.01 -0.14
H -3.259 1.989 -1.857 -0.06 -0.02 -0.01
C -2.766 -4.702 -0.006 -0.03 -0.16 0.12
H 4.838 1.718 -1.107 -0.01 0.07 -0.02
H -2.357 -5.607 0.418 0.07 -0.03 0.04
C -1.821 -3.645 -0.488 0.13 0.10 -0.03
H -2.100 -3.075 -1.360 -0.11 0.08 -0.08
C 1.977 1.424 0.667 -0.51 0.12 0.24
S 0.434 2.297 0.943 0.51 -0.39 -0.34
C 2.219 0.221 1.300 -0.12 0.08 0.09
H -0.760 -3.824 -0.403 0.05 -0.06 0.07
N -3.212 -1.051 0.773 -0.02 -0.23 0.43
H -0.904 3.104 -2.248 0.05 -0.01 0.05
H -2.223 3.743 0.433 -0.03 0.11 0.02
C -3.193 -0.255 -0.318 0.23 0.48 0.40
N 7.285 -1.838 -0.055 -0.05 -0.83 0.78
C -0.883 3.263 -1.165 -0.18 0.73 0.10
C -2.294 3.490 -0.628 0.06 -0.16 -0.21
H -2.699 -0.768 1.593 -0.04 0.12 -0.11
N 7.401 -0.909 -1.001 0.78 0.10 -0.62
H -3.681 -4.856 -0.557 -0.11 0.05 -0.07
C -1.034 0.889 -0.694 -0.20 -0.55 0.21
H -4.301 -2.489 -0.186 -0.02 -0.04 0.13
O 0.724 3.684 1.141 0.02 0.13 -0.29
H -0.489 0.096 -0.177 -0.10 -0.18 -0.16
C -2.617 -3.425 0.765 -0.19 0.13 0.02
C 2.901 1.976 -0.201 0.12 -0.05 0.01
C -3.136 2.228 -0.798 0.04 0.00 0.21
H -4.129 2.375 -0.370 -0.03 -0.02 -0.07
C -3.731 -2.403 0.742 0.10 -0.20 -0.09
O -3.705 -0.558 -1.375 -0.10 -0.06 -0.45
H 1.477 -0.170 1.976 -0.04 -0.11 0.08
N 5.555 -0.541 -0.055 1.10 -1.24 0.35
H -2.342 1.266 0.963 -0.05 -0.07 -0.10
C -2.444 1.054 -0.105 -0.13 -0.09 -0.41

---

Entry 4:
43
Properties=species:S:1:pos:R:3:forces:R:3 method="wB97M-V/def2-TZVPD" total_charge=-2 de_lowest_kcal_mol=8.9 spin_multiplicity=1 largest_force_ev_per_a=0.75 energy_ev=-175662.7028 e_homo_ha=-0.00306 orbital_gap_ev=3.80 e_lumo_ev=3.72
H -3.968 1.078 3.066 0.03 0.03 0.02
C -0.135 -4.165 2.780 0.11 -0.14 0.30
H -2.426 -2.052 1.495 0.04 0.04 0.11
H 4.762 -3.713 -0.696 -0.02 0.02 0.01
H -2.343 -3.947 5.346 0.02 0.01 -0.02
C -0.752 -3.331 1.861 -0.19 0.10 -0.15
H -4.579 0.461 1.559 -0.01 -0.01 -0.04
H 0.391 0.788 3.301 0.09 0.09 0.01
H -0.865 -0.436 3.415 -0.06 0.02 0.03
Rb 0.187 0.519 -0.253 0.46 0.24 -0.27
C -1.487 1.421 2.468 0.08 -0.06 -0.12
C -2.528 -2.943 3.459 0.00 0.10 -0.32
C 4.405 -2.165 0.745 -0.01 -0.03 -0.04
C 2.678 -3.536 -0.227 0.07 0.02 0.06
H 0.411 -5.466 0.250 0.02 -0.07 -0.02
C -0.701 -4.389 4.030 0.08 -0.02 -0.08
P -0.090 -3.056 0.168 0.02 0.09 0.22
C -1.951 -2.718 2.209 -0.20 0.01 0.10
C 4.020 -3.197 -0.099 -0.05 0.00 0.00
C 3.442 -1.486 1.479 -0.10 0.01 -0.01
H 3.729 -0.659 2.119 -0.03 -0.04 -0.05
H -3.456 -2.449 3.723 0.04 0.02 -0.04
H 5.441 -1.854 0.787 -0.05 -0.03 0.00
Te 1.961 3.592 -1.981 0.05 -0.10 -0.01
C 1.702 -2.842 0.490 -0.02 0.09 0.03
H 1.342 -1.217 1.879 0.02 -0.09 0.02
H -0.201 -5.034 4.744 0.01 0.02 -0.02
Se 0.063 4.014 -0.398 0.00 0.02 0.00
H 2.399 -4.327 -0.913 -0.01 0.01 0.00
H 0.811 -4.628 2.522 0.02 0.00 0.05
H -1.983 1.858 3.356 -0.08 0.02 0.04
Te 3.572 1.946 -0.417 0.07 0.15 0.06
H -1.024 2.274 1.949 0.01 -0.14 -0.01
Se 4.940 0.655 -2.053 0.01 -0.07 -0.06
C -1.903 -3.778 4.369 0.08 -0.07 0.03
C -2.573 0.908 1.547 0.13 -0.15 -0.09
H -1.204 -5.111 -0.405 -0.01 -0.01 0.00
C -0.434 0.325 2.745 -0.19 -0.06 -0.06
H 0.222 -4.878 -1.423 -0.01 -0.04 0.01
N -3.813 0.787 2.120 0.00 -0.04 -0.05
O -2.414 0.562 0.376 -0.54 0.09 0.52
C -0.158 -4.804 -0.403 0.06 -0.03 -0.13
C 2.097 -1.812 1.352 0.02 0.00 -0.02